ORCA calculation (ωB97M-V with the def2-TZVPD basis set) on a structure of composition C12H24F6N3O21PtS6 in a non-equilibrium geometry.

Atoms and positions in Å:
Pt1 -0.29 -20.17 23.37
N1 -4.80 -19.51 23.07
S1 -4.99 -18.28 23.99
O1 -5.68 -17.16 23.37
O2 -3.94 -17.97 24.91
F1 -6.17 -18.87 24.92
S2 -3.53 -18.97 22.15
O3 -2.23 -19.50 22.53
O4 -3.45 -17.61 21.72
F2 -3.87 -19.78 20.81
N2 1.25 -21.33 24.19
S3 2.60 -22.20 23.51
O5 2.45 -23.62 23.38
O6 3.89 -21.67 23.76
F3 2.27 -21.77 21.98
S4 1.56 -21.92 25.60
O7 2.66 -21.32 26.32
O8 1.27 -23.32 25.84
F4 0.29 -21.23 26.31
N3 0.78 -18.57 22.60
S5 0.89 -17.90 21.05
O9 1.93 -18.38 20.20
O10 0.49 -16.53 20.95
F5 -0.41 -18.71 20.56
S6 2.04 -17.83 23.23
O11 1.80 -16.46 23.61
O12 3.33 -18.19 22.73
F6 2.01 -18.56 24.67
C1 -0.94 -25.55 21.38
C2 0.01 -24.36 21.33
O13 -0.34 -23.41 20.32
C3 -0.70 -22.17 20.67
O14 -0.47 -21.59 21.70
O15 -1.20 -21.52 19.63
C4 -1.65 -22.22 18.48
H1 -1.89 -25.34 21.87
H2 -0.38 -26.26 21.99
H3 -1.19 -25.97 20.40
H4 1.03 -24.70 21.18
H5 -0.07 -23.89 22.31
H6 -2.25 -21.55 17.87
H7 -2.27 -23.11 18.61
H8 -0.84 -22.62 17.88
C5 1.63 -17.17 27.73
C6 0.54 -16.42 27.00
O16 0.02 -17.19 25.90
C7 -0.79 -18.20 26.01
O17 -1.00 -19.00 25.14
O18 -1.40 -18.19 27.21
C8 -2.34 -19.22 27.46
H9 2.29 -16.56 28.33
H10 2.33 -17.64 27.03
H11 1.19 -18.00 28.29
H12 0.95 -15.54 26.52
H13 -0.31 -16.22 27.65
H14 -2.02 -20.21 27.13
H15 -3.29 -19.01 26.96
H16 -2.50 -19.19 28.53
C9 -5.21 -21.68 27.02
C10 -4.47 -21.50 25.73
O19 -3.49 -22.58 25.67
C11 -2.38 -22.48 24.98
O20 -2.05 -21.51 24.34
O21 -1.70 -23.61 24.97
C12 -1.76 -24.57 26.01
H17 -6.05 -21.01 27.17
H18 -4.45 -21.55 27.79
H19 -5.56 -22.71 27.13
H20 -3.99 -20.53 25.64
H21 -5.04 -21.66 24.81
H22 -1.48 -24.15 26.98
H23 -1.10 -25.39 25.74
H24 -2.77 -24.96 26.10

Calculated values
Electronic energy (a.u.): -5323.5480
E_LUMO (alpha / beta) (Eh): 0.07339 / 0.04438
Frontier orbital gap (alpha / beta) (eV): 8.72 / 8.39
Total charge: -1
ΔE to the lowest compared entry with this formula, charge and spin (eV): 2.4033
Spin multiplicity: 3